Record 1
Computed, not measured: a 2-piece molecular cluster, C3H10N4O overall, with wB97M-V/def2-TZVPD.

Element x y z (Å)
C (-2.13, 0.32, -0.71)
C (-1.37, -0.95, -1.06)
N (-0.96, -1.68, 0.04)
O (-1.12, -1.29, -2.20)
H (-1.45, 1.05, -0.25)
H (-2.96, 0.12, -0.01)
H (-2.52, 0.74, -1.65)
H (-1.46, -1.52, 0.92)
H (-0.74, -2.62, -0.16)
N (1.37, 1.72, 1.67)
C (1.70, 0.92, 0.71)
N (1.97, -0.46, 0.80)
N (1.85, 1.36, -0.61)
H (1.43, 1.25, 2.58)
H (1.94, -0.80, 1.77)
H (1.29, -1.06, 0.24)
H (1.78, 0.67, -1.32)
H (1.38, 2.24, -0.76)

* max |F|: 0.0357 Eh/bohr
* highest occupied orbital energy: -9.051 eV
* LUMO energy: 0.53 eV
* Kohn-Sham gap: 9.58 eV
* ΔE to the lowest compared entry with this formula, charge and spin: 7.27 kcal per mole
* E: -414.60164 Ha
* SMILES: CC(N)=O.N=C(N)N

Atomic partial charges in e from the natural (NBO) method, atoms 1 to 2:
1. C -0.7318
2. C 0.6763

***

Record 2
Computed, not measured: C34H30IN6O5SSbSe4Y as an isolated structure, with wB97M-V/def2-TZVPD.

Element x y z (Å)
Y (0.53, 0.27, -0.83)
C (4.78, -0.29, 0.85)
C (4.60, 0.56, 2.00)
C (3.70, 1.57, 1.96)
C (2.92, 1.76, 0.78)
N (3.04, 0.91, -0.31)
C (3.98, -0.06, -0.23)
C (1.93, 2.76, 0.68)
C (1.63, 3.66, 1.74)
C (0.63, 4.57, 1.58)
C (-0.06, 4.66, 0.32)
C (0.25, 3.74, -0.64)
N (1.19, 2.76, -0.51)
H (5.48, -1.11, 0.85)
H (5.16, 0.38, 2.92)
H (3.52, 2.17, 2.84)
H (4.06, -0.71, -1.10)
H (2.13, 3.59, 2.68)
H (0.36, 5.21, 2.42)
H (-0.85, 5.38, 0.15)
H (-0.29, 3.75, -1.58)
O (-1.29, -1.29, -0.85)
N (-1.47, -2.15, 0.15)
C (-0.99, -3.39, 0.05)
C (-1.00, -4.24, 1.14)
C (-1.54, -3.80, 2.34)
C (-2.13, -2.55, 2.39)
C (-2.08, -1.74, 1.28)
H (-0.57, -3.64, -0.91)
H (-0.55, -5.22, 1.03)
H (-1.46, -4.39, 3.24)
H (-2.54, -2.15, 3.29)
H (-2.48, -0.73, 1.26)
C (-5.10, 3.97, 3.19)
C (-4.52, 3.99, 1.80)
C (-4.83, 4.92, 0.85)
C (-4.22, 4.78, -0.41)
N (-3.38, 3.83, -0.72)
C (-3.06, 2.88, 0.26)
S (-2.00, 1.62, 0.16)
N (-3.67, 3.02, 1.49)
C (-4.53, 5.77, -1.50)
H (-5.54, 4.93, 3.44)
H (-4.33, 3.69, 3.91)
H (-5.86, 3.19, 3.25)
H (-5.50, 5.74, 1.07)
H (-3.38, 2.30, 2.25)
H (-5.61, 5.79, -1.70)
H (-4.00, 5.50, -2.41)
H (-4.24, 6.78, -1.19)
Se (0.00, -1.91, 4.91)
Sb (-0.18, 0.33, 3.89)
Se (0.42, 0.11, 1.45)
Se (-2.61, 0.98, 3.88)
Se (1.20, 1.98, 5.07)
I (-2.87, 0.47, -3.18)
C (-0.85, 0.40, -3.71)
C (-0.51, -0.18, -4.94)
C (0.81, -0.11, -5.34)
C (1.73, 0.55, -4.56)
C (1.31, 1.08, -3.35)
N (0.03, 0.98, -2.92)
H (-1.26, -0.65, -5.54)
H (1.11, -0.59, -6.26)
H (2.77, 0.64, -4.85)
H (2.00, 1.61, -2.68)
O (1.58, -1.63, -0.53)
C (1.63, -2.30, -1.60)
O (1.35, -1.82, -2.73)
C (2.02, -3.75, -1.48)
C (1.90, -4.60, -2.57)
C (2.17, -5.98, -2.45)
C (2.55, -6.42, -1.21)
O (2.85, -7.71, -0.84)
C (3.15, -7.65, 0.56)
O (3.08, -6.29, 0.97)
C (2.68, -5.57, -0.14)
C (2.42, -4.24, -0.22)
H (1.58, -4.18, -3.51)
H (2.07, -6.66, -3.29)
H (4.15, -8.03, 0.74)
H (2.42, -8.24, 1.11)
H (2.48, -3.56, 0.62)

* net charge: -2
* max |F|: 0.1258 Eh/bohr
* highest occupied orbital energy (alpha / beta): 0.197 / -1.301 eV
* LUMO energy (alpha / beta): 3.41 / 3.41 eV
* spin multiplicity: 2
* Kohn-Sham gap (alpha / beta): 3.21 / 4.71 eV
* E: -12598.72473 Ha

Atomic partial charges in e from the Löwdin method, atoms 1 to 2:
1. Y 0.9071
2. C -0.1034

***

Record 3
Computed, not measured: I4Li as an isolated structure, with wB97M-V/def2-TZVPD.

Element x y z (Å)
Li (-0.14, 0.22, 0.49)
I (2.64, -0.44, 1.20)
I (-2.63, -1.08, 1.27)
I (-0.08, 2.80, -1.02)
I (0.20, -1.50, -1.94)

* net charge: -3
* max |F|: 0.0119 Eh/bohr
* highest occupied orbital energy: 2.020 eV
* LUMO energy: 7.04 eV
* Kohn-Sham gap: 5.02 eV
* ΔE to the lowest compared entry with this formula, charge and spin: 3.84 kcal per mole
* E: -1198.43885 Ha

Atomic partial charges in e from the natural (NBO) method, atoms 1 to 2:
1. Li 0.8375
2. I -0.9562

***

Record 4
Computed, not measured: C35H77N2O17P4Ti as an isolated structure, with wB97M-V/def2-TZVPD.

Element x y z (Å)
Ti (-1.62, 17.54, -28.99)
C (-1.30, 13.28, -28.07)
C (-0.14, 14.27, -27.72)
C (1.27, 14.00, -28.30)
O (-0.48, 15.63, -27.99)
H (-1.21, 12.99, -29.12)
H (-2.30, 13.71, -28.02)
H (-1.22, 12.40, -27.43)
H (0.12, 14.14, -26.67)
H (1.97, 14.83, -28.25)
H (1.03, 13.76, -29.34)
H (1.58, 13.03, -27.90)
C (-6.02, 13.23, -27.05)
C (-6.80, 14.03, -25.94)
O (-6.03, 15.22, -25.73)
P (-5.85, 16.49, -26.68)
O (-6.71, 16.49, -27.90)
O (-6.07, 17.72, -25.59)
C (-7.41, 18.07, -25.20)
C (-8.14, 17.07, -24.35)
O (-4.18, 16.60, -26.93)
C (-3.21, 16.48, -25.95)
C (-3.16, 15.00, -25.55)
H (-6.61, 12.33, -27.25)
H (-5.66, 13.78, -27.92)
H (-5.04, 12.88, -26.73)
H (-7.82, 14.23, -26.26)
H (-6.78, 13.44, -25.03)
H (-7.19, 18.96, -24.61)
H (-8.11, 18.41, -25.96)
H (-8.95, 16.60, -24.91)
H (-7.31, 16.43, -24.05)
H (-8.48, 17.41, -23.38)
H (-2.22, 16.82, -26.26)
H (-3.48, 17.15, -25.13)
H (-3.62, 14.76, -24.59)
H (-3.46, 14.29, -26.32)
H (-2.08, 14.80, -25.54)
C (-0.41, 11.67, -33.06)
C (0.11, 11.99, -31.76)
O (1.54, 11.61, -31.91)
P (2.65, 12.61, -32.34)
O (2.15, 13.79, -32.95)
O (3.52, 12.78, -30.96)
C (4.11, 14.02, -30.66)
C (5.51, 13.94, -31.20)
O (3.65, 11.76, -33.31)
C (3.13, 11.41, -34.55)
C (4.29, 11.01, -35.47)
H (-0.25, 10.62, -33.29)
H (-1.46, 11.95, -33.17)
H (0.14, 12.40, -33.65)
H (0.00, 13.03, -31.47)
H (-0.37, 11.34, -31.03)
H (3.56, 14.91, -30.99)
H (3.98, 13.99, -29.58)
H (5.92, 13.05, -30.71)
H (5.55, 13.90, -32.29)
H (5.99, 14.85, -30.84)
H (2.48, 10.55, -34.41)
H (2.55, 12.15, -35.10)
H (4.93, 11.78, -35.90)
H (4.99, 10.33, -35.00)
H (3.87, 10.50, -36.34)
C (-0.02, 3.74, -25.55)
C (-1.42, 4.38, -25.54)
O (-1.66, 5.20, -26.69)
P (-1.95, 6.82, -26.52)
O (-3.31, 7.07, -25.96)
O (-1.72, 7.36, -28.04)
C (-2.60, 7.83, -29.01)
C (-3.38, 9.03, -28.52)
O (-0.61, 7.38, -25.74)
C (-0.51, 8.51, -24.90)
C (-0.18, 9.76, -25.65)
H (0.01, 2.83, -26.15)
H (0.70, 4.53, -25.80)
H (0.23, 3.41, -24.54)
H (-2.15, 3.61, -25.78)
H (-1.60, 5.04, -24.69)
H (-2.15, 8.15, -29.95)
H (-3.16, 6.90, -29.10)
H (-2.67, 9.83, -28.71)
H (-4.32, 9.27, -29.00)
H (-3.63, 9.05, -27.46)
H (-1.39, 8.56, -24.25)
H (0.29, 8.22, -24.22)
H (-0.67, 9.79, -26.62)
H (-0.22, 10.67, -25.06)
H (0.81, 9.50, -26.01)
C (-3.23, 14.41, -31.25)
C (-4.47, 15.29, -31.49)
O (-4.44, 16.44, -32.31)
P (-3.01, 17.23, -32.56)
O (-2.29, 17.62, -31.23)
O (-2.20, 16.17, -33.49)
C (-1.03, 16.58, -34.15)
C (-0.13, 15.47, -34.73)
O (-3.38, 18.39, -33.60)
C (-4.51, 19.09, -33.49)
C (-4.48, 20.25, -34.41)
H (-3.36, 13.74, -30.40)
H (-3.04, 13.78, -32.11)
H (-2.35, 15.00, -30.98)
H (-5.21, 14.61, -31.91)
H (-4.94, 15.73, -30.62)
H (-1.42, 17.30, -34.87)
H (-0.46, 17.20, -33.46)
H (-0.48, 14.55, -34.28)
H (-0.26, 15.35, -35.81)
H (0.94, 15.59, -34.54)
H (-5.32, 18.43, -33.80)
H (-4.68, 19.44, -32.47)
H (-3.54, 20.79, -34.53)
H (-4.96, 20.09, -35.38)
H (-5.05, 20.96, -33.81)
N (2.11, 17.28, -28.63)
C (3.19, 17.60, -27.85)
C (4.13, 18.06, -28.77)
C (3.60, 18.02, -30.05)
C (2.32, 17.58, -29.94)
H (1.19, 17.02, -28.33)
H (3.20, 17.46, -26.78)
H (5.12, 18.41, -28.52)
H (4.01, 18.34, -31.00)
H (1.62, 17.51, -30.76)
N (0.20, 17.61, -25.70)
C (0.83, 18.81, -25.98)
C (1.14, 19.35, -24.70)
C (0.80, 18.47, -23.69)
C (0.26, 17.39, -24.36)
H (-0.31, 17.04, -26.36)
H (0.93, 19.03, -27.03)
H (1.76, 20.23, -24.58)
H (1.19, 18.42, -22.69)
H (0.06, 16.40, -23.97)

* net charge: +1
* max |F|: 0.1226 Eh/bohr
* highest occupied orbital energy (alpha / beta): -8.822 / -10.521 eV
* LUMO energy (alpha / beta): -2.36 / -6.76 eV
* spin multiplicity: 5
* Kohn-Sham gap (alpha / beta): 6.46 / 3.76 eV
* E: -4983.10830 Ha

Atomic partial charges in e from the Löwdin method, atoms 1 to 2:
1. Ti 0.8457
2. C -0.0339

***

Record 5
Computed, not measured: C15H30FHfO5 as an isolated structure, with wB97M-V/def2-TZVPD.

Element x y z (Å)
Hf (-9.62, 4.09, 9.01)
F (-11.65, 4.21, 12.28)
C (-7.77, -2.58, 11.58)
C (-8.56, -1.36, 12.07)
O (-8.57, -0.30, 11.43)
C (-9.39, -1.56, 13.35)
H (-7.07, -2.84, 12.38)
H (-7.20, -2.34, 10.69)
H (-8.38, -3.46, 11.36)
H (-9.71, -2.60, 13.35)
H (-10.15, -0.78, 13.38)
H (-8.83, -1.36, 14.26)
C (-10.54, 9.91, 15.29)
C (-9.97, 10.56, 16.55)
O (-8.74, 10.65, 16.72)
C (-10.92, 11.16, 17.58)
H (-11.06, 8.98, 15.54)
H (-9.75, 9.70, 14.57)
H (-11.26, 10.55, 14.78)
H (-10.32, 11.66, 18.33)
H (-11.58, 10.45, 18.07)
H (-11.53, 11.90, 17.05)
C (-15.65, 9.19, 9.11)
C (-15.31, 7.77, 9.19)
O (-14.13, 7.33, 8.97)
C (-16.43, 6.77, 9.53)
H (-16.57, 9.29, 8.53)
H (-14.89, 9.83, 8.66)
H (-15.83, 9.69, 10.06)
H (-17.42, 7.20, 9.35)
H (-16.38, 6.54, 10.59)
H (-16.36, 5.81, 9.03)
C (-16.03, -0.22, 11.32)
C (-17.38, -0.35, 10.61)
O (-18.46, -0.35, 11.19)
C (-17.28, -0.71, 9.14)
H (-16.27, -0.24, 12.38)
H (-15.62, 0.78, 11.18)
H (-15.32, -1.00, 11.07)
H (-16.29, -1.08, 8.85)
H (-17.48, 0.20, 8.58)
H (-17.99, -1.49, 8.87)
C (-4.98, 6.54, 14.54)
C (-6.15, 5.60, 14.71)
O (-6.72, 5.17, 13.72)
C (-6.56, 5.38, 16.16)
H (-4.84, 7.34, 15.27)
H (-5.00, 6.89, 13.51)
H (-4.07, 5.94, 14.60)
H (-5.74, 4.99, 16.76)
H (-7.29, 4.57, 16.14)
H (-6.94, 6.31, 16.57)

* net charge: +3
* max |F|: 0.0844 Eh/bohr
* highest occupied orbital energy: -15.584 eV
* LUMO energy: -14.42 eV
* Kohn-Sham gap: 1.17 eV
* ΔE to the lowest compared entry with this formula, charge and spin: 374.08 kcal per mole
* E: -1111.97653 Ha

Atomic partial charges in e from the natural (NBO) method, atoms 1 to 2:
1. Hf 1.5649
2. F -0.5622

***

Record 6
Computed, not measured: C36H86F7MnN7O15S2 as an isolated structure, with wB97M-V/def2-TZVPD.

Element x y z (Å)
Mn (-5.75, 6.44, -0.86)
F (-4.32, 5.69, 0.41)
C (-8.26, 5.95, -4.21)
F (-7.21, 6.52, -4.65)
F (-9.30, 6.35, -4.83)
F (-8.08, 4.63, -4.37)
S (-8.58, 6.45, -2.34)
O (-8.11, 7.80, -2.31)
O (-10.02, 6.27, -2.14)
N (-7.42, 5.48, -1.32)
S (-8.40, 4.41, -0.79)
O (-9.10, 4.90, 0.39)
O (-9.24, 3.75, -1.77)
C (-7.10, 3.07, -0.03)
F (-6.35, 2.66, -1.09)
F (-6.32, 3.65, 0.85)
F (-7.76, 2.08, 0.60)
C (-9.43, 5.35, 5.17)
O (-9.90, 4.08, 4.69)
C (-9.21, 3.49, 3.64)
C (-9.81, 2.12, 3.27)
N (-9.22, 0.93, 3.94)
C (-9.35, 0.86, 5.37)
C (-9.01, -0.50, 5.90)
O (-9.58, -1.59, 5.19)
C (-8.94, -2.81, 5.64)
H (-9.39, 6.01, 4.30)
H (-8.45, 5.11, 5.58)
H (-10.14, 5.61, 5.95)
H (-8.13, 3.58, 3.61)
H (-9.50, 4.22, 2.87)
H (-9.49, 1.98, 2.24)
H (-10.90, 2.11, 3.17)
H (-9.47, 0.03, 3.55)
H (-10.39, 1.14, 5.57)
H (-8.92, 1.75, 5.83)
H (-9.29, -0.71, 6.93)
H (-7.94, -0.71, 5.86)
H (-9.22, -2.97, 6.68)
H (-7.89, -2.69, 5.39)
H (-9.48, -3.49, 4.98)
C (-12.53, 3.60, -1.30)
O (-13.30, 3.73, -0.13)
C (-12.64, 3.79, 1.09)
C (-12.03, 5.18, 1.25)
N (-13.05, 6.15, 0.96)
C (-12.51, 7.38, 0.26)
C (-12.13, 8.42, 1.32)
O (-10.86, 9.03, 1.32)
C (-10.47, 9.96, 0.38)
H (-13.07, 3.18, -2.14)
H (-11.68, 2.98, -1.01)
H (-12.21, 4.53, -1.79)
H (-12.00, 2.92, 1.26)
H (-13.41, 3.72, 1.87)
H (-11.24, 5.34, 0.52)
H (-11.68, 5.36, 2.26)
H (-13.60, 5.56, 0.36)
H (-13.19, 7.82, -0.47)
H (-11.61, 7.13, -0.30)
H (-12.15, 8.11, 2.36)
H (-12.78, 9.29, 1.24)
H (-9.44, 10.31, 0.28)
H (-11.14, 10.80, 0.57)
H (-10.70, 9.73, -0.65)
C (-4.09, 14.83, -3.54)
O (-4.35, 13.43, -3.35)
C (-4.75, 12.83, -4.57)
C (-4.75, 11.29, -4.39)
N (-5.47, 10.90, -3.17)
C (-6.88, 11.14, -3.36)
C (-7.49, 12.09, -2.22)
O (-7.06, 11.65, -0.92)
C (-7.58, 12.60, -0.04)
H (-3.11, 15.06, -3.94)
H (-3.99, 15.17, -2.50)
H (-4.91, 15.31, -4.09)
H (-4.10, 12.92, -5.44)
H (-5.58, 13.42, -4.97)
H (-3.72, 10.95, -4.29)
H (-5.11, 10.75, -5.27)
H (-5.26, 11.44, -2.35)
H (-7.54, 10.28, -3.23)
H (-7.18, 11.48, -4.35)
H (-8.55, 11.95, -2.39)
H (-7.01, 13.04, -2.47)
H (-8.67, 12.61, 0.00)
H (-7.35, 13.60, -0.41)
H (-7.24, 12.43, 0.98)
C (-8.71, 16.42, -4.52)
O (-9.59, 15.42, -5.12)
C (-9.12, 14.07, -5.08)
C (-10.11, 13.06, -5.52)
N (-9.68, 12.28, -6.71)
C (-9.33, 10.85, -6.64)
C (-10.37, 9.85, -6.00)
O (-10.05, 9.63, -4.67)
C (-11.20, 9.11, -4.05)
H (-7.67, 16.26, -4.79)
H (-8.79, 16.36, -3.43)
H (-9.00, 17.45, -4.75)
H (-8.98, 13.97, -4.00)
H (-8.19, 13.86, -5.60)
H (-11.03, 13.52, -5.89)
H (-10.45, 12.57, -4.61)
H (-9.99, 12.62, -7.61)
H (-8.30, 10.80, -6.28)
H (-9.16, 10.56, -7.67)
H (-10.23, 8.95, -6.59)
H (-11.42, 10.08, -6.15)
H (-11.68, 8.19, -4.38)
H (-11.98, 9.88, -4.00)
H (-11.03, 8.95, -2.98)
C (-4.25, 4.72, -3.10)
O (-4.57, 6.00, -2.56)
C (-3.85, 7.18, -2.96)
C (-3.84, 8.13, -1.74)
N (-5.22, 8.42, -1.36)
C (-5.13, 9.06, -0.03)
C (-6.56, 8.95, 0.52)
O (-6.73, 7.55, 0.70)
C (-7.70, 7.29, 1.79)
H (-3.68, 4.27, -2.29)
H (-3.58, 4.72, -3.97)
H (-5.19, 4.19, -3.20)
H (-4.51, 7.63, -3.69)
H (-2.92, 7.10, -3.52)
H (-3.25, 9.04, -1.89)
H (-3.22, 7.77, -0.92)
H (-5.53, 9.25, -1.86)
H (-4.76, 10.09, -0.08)
H (-4.46, 8.48, 0.60)
H (-7.36, 9.39, -0.08)
H (-6.67, 9.45, 1.49)
H (-8.72, 7.66, 1.64)
H (-7.25, 7.50, 2.76)
H (-7.88, 6.23, 1.93)
C (-11.38, 4.61, -6.84)
C (-12.64, 3.90, -6.52)
C (-12.52, 2.56, -5.76)
O (-13.93, 2.16, -5.55)
C (-14.38, 0.81, -5.48)
N (-13.61, 4.91, -6.05)
H (-10.82, 4.17, -7.67)
H (-10.71, 4.50, -5.99)
H (-11.42, 5.65, -7.14)
H (-13.04, 3.69, -7.52)
H (-11.94, 2.65, -4.84)
H (-12.18, 1.76, -6.42)
H (-13.90, 0.30, -4.65)
H (-13.98, 0.38, -6.40)
H (-15.47, 0.78, -5.40)
H (-13.52, 5.00, -5.05)
H (-14.41, 4.34, -6.28)

* max |F|: 0.1190 Eh/bohr
* highest occupied orbital energy (alpha / beta): -7.818 / -7.818 eV
* LUMO energy (alpha / beta): 0.29 / 0.28 eV
* spin multiplicity: 6
* Kohn-Sham gap (alpha / beta): 8.10 / 8.10 eV
* E: -5581.10457 Ha

Atomic partial charges in e from the Löwdin method, atoms 1 to 2:
1. Mn 0.8628
2. F -0.5319